Density functional theory data (ωB97M-V/def2-TZVPD) for a structure of composition C4H6N2O2 in a non-equilibrium geometry.

The calculation puts the energy above the lowest of the compared OMol25 structures with the same formula, charge and spin at 170.3 kcal per mole. The value obtained for the LUMO energy is 0.369 eV. Its HOMO energy is -0.3005 Ha.

Geometry as XYZ:
```
14
Properties=species:S:1:pos:R:3:forces:R:3
H -2.661558 -1.331477 -0.753134 0.5 3.3 2.9
N 2.081053 0.594836 -0.058320 -2.0 0.6 0.0
C 0.594770 0.582564 -0.288731 1.6 -0.6 2.1
H -1.396611 0.780833 -0.349946 -2.5 -3.1 0.0
C -1.924660 -0.553208 0.024849 -3.7 -0.3 -0.5
H -0.685643 1.815532 0.975185 1.4 -0.5 -3.8
O -0.879500 -1.499963 -0.167401 3.1 2.9 1.2
C 0.211534 -0.668337 -0.127039 1.0 -7.2 -1.6
H -2.207295 -0.398653 1.315550 0.4 -1.1 -3.7
N -0.422036 1.582020 -0.149143 3.5 4.9 2.3
H 0.158681 2.433462 -0.566531 -2.4 -1.3 1.1
O 1.316218 -1.551895 -0.124793 1.3 3.2 1.3
C 2.404851 -0.631355 0.061108 -0.7 -2.2 -1.0
H 3.410193 -1.154364 0.208341 -1.6 1.2 -0.3
```
Positions in Å, forces in eV/Å.